Entry from the Open Molecules 2025 dataset: a cluster of 4 separate species, C2H11O3S in total at a distorted geometry (ωB97M-V/def2-TZVPD).

Each line ends with the natural charge from an NBO analysis.
Element x y z (Å)
C  -0.250  -1.128  -2.251  -0.60
C  0.025  -1.191  -0.724  -0.52
S  -0.225  0.387  0.057  -0.70
H  0.302  -0.326  -2.743  0.20
H  -1.310  -1.049  -2.495  0.19
H  0.107  -2.026  -2.789  0.17
H  1.079  -1.477  -0.695  0.19
H  -0.604  -2.003  -0.358  0.18
H  1.589  3.385  0.721  0.46
H  0.473  2.401  1.074  0.50
O  1.048  3.071  1.439  -0.97
H  1.595  0.172  1.400  0.50
H  2.558  0.142  2.623  0.45
O  2.455  -0.161  1.720  -1.00
H  -3.122  -0.210  1.767  0.46
H  -2.432  0.087  0.422  0.50
O  -3.289  -0.075  0.834  -1.00

Frontier orbital gap   7.208 eV
2S+1   1
HOMO level   -3.432 eV
Energy above the lowest of the compared OMol25 structures with the same formula, charge and spin   42.31 kJ/mol
Net charge   -1